This record from the Open Molecules 2025 dataset describes one molecule with the formula C5H4N2O in a non-equilibrium geometry. The level of theory is wB97M-V/def2-TZVPD.

Results
- HOMO level (eV) = -9.4197
- ΔE to the lowest compared entry with this formula, charge and spin (kcal/mol) = 4.7
- total energy (hartree) = -377.6565
- gap between HOMO and LUMO (eV) = 9.499
- lowest unoccupied orbital energy (Eh) = 0.0029
- SMILES string = N#CC1=CCC(=O)N1

ORCA input file:
```
! RIJCOSX wB97M-V def2-TZVPD def2/J DEFGRID3
* xyz 0 1
N -3.469 -0.676 0.236
C -2.351 -0.536 -0.077
C -0.930 -0.174 -0.225
C -0.379 1.058 -0.118
C 1.117 0.828 0.100
C 1.276 -0.615 0.008
O 2.375 -1.194 0.113
N 0.035 -1.163 -0.179
H -0.872 1.984 -0.031
H 1.481 1.264 1.020
H 1.748 1.391 -0.672
H -0.030 -2.168 -0.174
*
```



This record from the Open Molecules 2025 dataset describes a 7-piece molecular cluster, C3H17N2O6 overall in a non-equilibrium geometry. The level of theory is wB97M-V/def2-TZVPD.

Results
- HOMO level (eV) = -13.6211
- ΔE to the lowest compared entry with this formula, charge and spin (kcal/mol) = 9.3
- total energy (hartree) = -685.2484
- gap between HOMO and LUMO (eV) = 11.035
- lowest unoccupied orbital energy (Eh) = -0.0950

ORCA input file:
```
! RIJCOSX wB97M-V def2-TZVPD def2/J DEFGRID3
* xyz 1 1
C -0.770 1.612 2.770
C -1.141 1.895 1.503
N -0.420 1.064 0.669
C 0.373 0.306 1.412
N 0.197 0.623 2.683
H -1.042 2.036 3.719
H -2.009 2.475 1.252
H -0.602 0.919 -0.313
H 0.934 -0.540 1.049
H 0.769 0.302 3.449
H 3.321 -0.154 -3.927
H 2.128 0.484 -3.253
O 2.988 0.091 -3.058
H 4.126 -0.596 -0.452
H 3.008 0.318 -1.008
O 3.253 -0.244 -0.267
H 1.522 -0.784 -1.679
H 0.389 -1.463 -2.374
O 0.618 -0.608 -1.989
H -3.522 -2.845 -0.321
H -3.194 -3.974 0.680
O -3.232 -3.019 0.579
H -2.470 -2.290 2.276
H -1.545 -1.488 1.368
O -1.833 -1.574 2.278
H -0.545 3.227 -2.521
H -0.825 1.783 -2.568
O -0.475 2.445 -1.955
*
```



This record from the Open Molecules 2025 dataset describes C9H24F2O9S3Tl as an isolated structure in a non-equilibrium geometry. The level of theory is wB97M-V/def2-TZVPD.

Results
- HOMO level (eV) = -13.6652
- ΔE to the lowest compared entry with this formula, charge and spin (kcal/mol) = 0.0
- total energy (hartree) = -2600.6843
- gap between HOMO and LUMO (eV) = 3.555
- lowest unoccupied orbital energy (Eh) = -0.3715

ORCA input file:
```
! RIJCOSX wB97M-V def2-TZVPD def2/J DEFGRID3
* xyz 1 1
Tl -6.987 23.550 -9.387
F -9.026 24.350 -10.856
F -7.472 25.380 -7.407
O -3.635 27.497 -9.301
S -3.955 26.318 -8.576
O -4.675 25.223 -9.200
O -2.619 25.703 -7.941
C -1.813 24.845 -8.783
C -0.473 24.705 -8.098
C -4.717 26.737 -7.044
H -1.651 25.284 -9.773
H -2.414 23.966 -9.022
H 0.356 24.705 -8.803
H -0.392 23.857 -7.423
H -0.323 25.626 -7.532
H -5.691 27.197 -7.231
H -4.056 27.349 -6.444
H -5.117 25.822 -6.605
O -7.321 22.104 -11.844
S -6.872 21.152 -12.851
O -6.998 19.752 -12.709
O -7.684 21.584 -14.161
C -8.297 22.881 -14.269
C -9.134 22.912 -15.531
C -5.227 21.611 -13.409
H -7.530 23.662 -14.274
H -8.928 23.085 -13.404
H -9.814 23.761 -15.476
H -9.832 22.081 -15.390
H -8.530 22.818 -16.426
H -4.446 20.952 -13.041
H -5.140 22.688 -13.308
H -5.285 21.360 -14.470
O -11.922 22.691 -7.435
S -10.993 23.672 -7.879
O -9.639 23.394 -8.254
O -11.677 24.552 -9.029
C -13.108 24.618 -9.031
C -13.496 25.529 -10.194
C -10.934 25.027 -6.674
H -13.502 25.085 -8.121
H -13.636 23.665 -9.025
H -12.833 25.398 -11.046
H -13.413 26.544 -9.800
H -14.527 25.468 -10.537
H -10.253 25.765 -7.095
H -10.478 24.693 -5.745
H -11.938 25.429 -6.590
*
```



This record from the Open Molecules 2025 dataset describes one molecule with the formula C21H19NO6 in a non-equilibrium geometry. The level of theory is wB97M-V/def2-TZVPD.

Results
- HOMO level (eV) = -8.6768
- ΔE to the lowest compared entry with this formula, charge and spin (kcal/mol) = 20.0
- total energy (hartree) = -1317.8563
- gap between HOMO and LUMO (eV) = 8.231
- lowest unoccupied orbital energy (Eh) = -0.0164
- SMILES string = C[C@H](NC(=O)COc1ccccc1)C(=O)OCC(=O)c1cc2ccccc2o1

ORCA input file:
```
! RIJCOSX wB97M-V def2-TZVPD def2/J DEFGRID3
* xyz 0 1
C -0.644 1.051 -2.188
C -1.508 0.719 -0.968
N -1.492 1.784 0.003
C -2.600 2.480 0.329
O -3.634 2.446 -0.302
C -2.417 3.373 1.561
O -1.434 2.912 2.455
C -1.655 1.723 3.109
C -0.654 1.331 3.995
C -0.767 0.144 4.688
C -1.877 -0.665 4.510
C -2.871 -0.274 3.634
C -2.770 0.915 2.930
C -1.001 -0.552 -0.294
O -0.466 -0.572 0.782
O -1.230 -1.618 -1.057
C -0.776 -2.884 -0.590
C 0.261 -3.482 -1.538
O 0.171 -4.619 -1.943
C 1.367 -2.605 -1.898
C 2.366 -2.819 -2.815
C 3.199 -1.671 -2.771
C 4.359 -1.264 -3.434
C 4.900 -0.044 -3.101
C 4.319 0.772 -2.124
C 3.175 0.395 -1.452
C 2.621 -0.831 -1.791
O 1.514 -1.399 -1.278
H 0.386 1.223 -1.887
H -0.675 0.228 -2.896
H -1.026 1.948 -2.667
H -2.548 0.574 -1.284
H -0.717 1.778 0.654
H -3.391 3.501 2.050
H -2.069 4.356 1.228
H 0.205 1.972 4.117
H 0.017 -0.153 5.369
H -1.964 -1.596 5.050
H -3.740 -0.898 3.485
H -3.557 1.190 2.246
H -0.329 -2.757 0.406
H -1.635 -3.556 -0.533
H 2.472 -3.689 -3.430
H 4.810 -1.895 -4.183
H 5.796 0.296 -3.597
H 4.781 1.718 -1.889
H 2.729 1.013 -0.689
*
```